105
Properties=species:S:1:pos:R:3:mulliken_charge:R:1 method="wB97M-V/def2-TZVPD" charge=+2 max_force_ha_per_bohr=0.041 spin_multiplicity=6 gap_ev="7.28 / 4.89"
Ru -0.41 1.51 0.02 1.51
C -2.05 -1.46 4.79 -1.03
N -1.52 -0.47 3.88 0.98
C -2.02 0.00 2.73 -0.52
N -1.18 0.88 2.21 -0.02
C -0.16 0.91 3.11 -0.99
N -0.35 0.11 4.12 -1.09
C -2.27 -2.81 4.16 0.44
C -3.24 -3.66 4.68 -0.87
C -3.41 -4.93 4.15 -0.75
C -2.63 -5.36 3.09 -0.87
C -1.67 -4.51 2.55 0.03
C -1.48 -3.24 3.10 0.45
C -0.89 -4.94 1.40 0.36
N -0.21 -6.03 1.23 -0.53
N 0.32 -6.00 0.02 -0.49
C -0.05 -4.90 -0.56 0.37
O -0.83 -4.16 0.29 -0.06
C 0.24 -4.41 -1.89 0.29
C 1.40 -4.79 -2.56 -0.98
C 1.67 -4.26 -3.80 -0.82
C 0.80 -3.36 -4.39 -0.88
C -0.37 -2.99 -3.74 0.53
C -1.35 -2.00 -4.34 -1.24
N -1.82 -1.13 -3.29 0.95
C -1.13 -0.16 -2.69 -1.03
N -1.75 0.20 -1.58 0.66
C -2.85 -0.59 -1.55 -0.67
N -2.90 -1.41 -2.57 -1.04
C -0.65 -3.53 -2.50 -0.05
H -2.99 -1.09 5.22 0.48
H -1.31 -1.54 5.59 0.29
H -2.96 -0.32 2.31 0.48
H 0.71 1.52 3.01 0.93
H -3.85 -3.33 5.50 0.46
H -4.16 -5.58 4.57 0.42
H -2.77 -6.35 2.67 0.55
H -0.70 -2.61 2.71 0.47
H 2.08 -5.49 -2.08 0.58
H 2.57 -4.55 -4.32 0.47
H 1.03 -2.94 -5.36 0.48
H -2.22 -2.52 -4.76 0.31
H -0.87 -1.40 -5.12 0.41
H -0.22 0.25 -3.07 0.57
H -3.59 -0.56 -0.78 0.53
H -1.58 -3.29 -1.99 1.15
I 4.42 2.20 2.42 0.24
C 2.85 3.59 2.39 -0.33
C 2.94 4.76 3.12 -0.45
C 1.89 5.65 3.14 -0.32
I 2.15 7.45 4.21 0.21
C 0.67 5.35 2.47 0.90
C -0.47 6.17 2.48 -0.73
C -1.60 5.76 1.83 -1.23
C -1.61 4.51 1.19 -0.48
N -0.55 3.74 1.13 0.53
C 0.59 4.14 1.74 -0.07
C 1.72 3.25 1.61 -0.80
O 1.71 2.22 0.87 0.69
H 3.85 4.97 3.67 0.44
H -0.45 7.12 3.00 0.24
H -2.49 6.37 1.81 0.51
H -2.51 4.14 0.71 0.55
N 0.22 -0.99 0.43 1.74
C 1.65 -0.98 0.11 0.76
C 2.32 -2.35 0.35 0.16
C 3.68 -2.57 -0.32 -0.29
C 4.77 -1.58 0.08 -1.70
N 4.45 -0.21 -0.30 0.40
C 4.47 0.32 -1.51 0.54
N 4.06 1.58 -1.66 -0.28
N 4.96 -0.35 -2.55 -0.29
C 1.72 -0.43 -1.35 -0.10
O 2.13 -1.11 -2.28 -0.41
O 1.32 0.77 -1.45 0.36
H 0.09 -1.27 1.40 -0.55
H -0.26 -1.67 -0.15 -0.90
H 2.10 -0.22 0.76 -0.27
H 1.65 -3.12 -0.03 -0.81
H 2.42 -2.48 1.43 0.71
H 3.53 -2.57 -1.40 -0.04
H 4.02 -3.57 -0.04 0.65
H 5.72 -1.87 -0.37 0.38
H 4.90 -1.58 1.16 0.49
H 4.09 0.38 0.44 -0.22
H 3.52 2.02 -0.93 -0.05
H 4.00 1.99 -2.58 0.25
H 5.21 -1.32 -2.45 0.20
H 4.91 0.03 -3.48 0.24
N 0.88 3.27 -2.75 -0.36
C -0.43 3.54 -2.59 -0.26
N -1.17 2.97 -1.68 0.91
C -2.48 3.37 -1.76 -0.46
C -3.54 2.89 -0.98 -0.06
C -4.80 3.38 -1.21 -0.83
C -5.04 4.35 -2.18 -0.81
C -4.01 4.83 -2.97 -0.42
C -2.74 4.34 -2.75 0.58
S -1.25 4.71 -3.60 -0.29
H 1.20 2.40 -2.32 -0.10
H 1.33 3.61 -3.58 0.30
H -3.33 2.12 -0.24 0.35
H -5.63 3.02 -0.62 0.45
H -6.04 4.72 -2.33 0.43
H -4.18 5.57 -3.73 0.46

95
Properties=species:S:1:pos:R:3:mulliken_charge:R:1 method="wB97M-V/def2-TZVPD" charge=0 max_force_ha_per_bohr=0.022 gap_ev=7.25
Ir -0.41 -1.47 -0.76 3.07
C -1.69 2.98 3.61 -1.88
C -1.24 3.27 2.18 1.50
C -1.10 4.75 1.93 -1.87
O -2.14 2.74 1.23 -0.31
C -1.78 1.37 1.12 -0.94
C -0.24 1.39 1.19 -0.73
O -0.01 2.59 1.93 -0.34
C 0.74 1.37 -0.02 2.89
O 0.65 0.21 -0.82 -2.22
C 0.63 2.58 -0.97 -0.10
C 0.98 3.86 -0.53 -0.91
C 1.00 4.93 -1.41 -1.04
C 0.71 4.74 -2.75 -0.72
C 0.40 3.46 -3.20 -0.83
C 0.36 2.40 -2.32 0.25
C 2.19 1.41 0.55 -0.23
C 2.52 1.17 1.88 -0.15
C 3.85 1.21 2.30 -0.97
C 4.87 1.50 1.41 -0.61
C 4.54 1.73 0.08 -0.99
C 3.23 1.67 -0.34 -0.03
C -2.53 0.56 0.06 1.92
O -2.00 -0.73 0.17 -0.97
C -2.54 1.06 -1.38 0.59
C -2.60 0.10 -2.40 -0.97
C -2.71 0.48 -3.73 -1.18
C -2.79 1.83 -4.06 -0.72
C -2.75 2.78 -3.06 -1.13
C -2.61 2.40 -1.73 0.42
C -4.00 0.47 0.51 -0.24
C -4.53 -0.74 0.95 -0.40
C -5.85 -0.83 1.38 -0.97
C -6.66 0.29 1.37 -0.59
C -6.14 1.50 0.93 -1.07
C -4.83 1.59 0.50 -0.09
H -2.68 3.42 3.78 0.39
H -0.98 3.41 4.31 0.44
H -1.75 1.91 3.80 0.34
H -2.05 5.25 2.17 0.44
H -0.86 4.94 0.89 0.42
H -0.32 5.16 2.57 0.37
H -2.09 0.86 2.04 0.52
H 0.04 0.53 1.80 0.89
H 1.27 4.00 0.50 0.75
H 1.27 5.91 -1.05 0.45
H 0.74 5.57 -3.44 0.42
H 0.18 3.29 -4.25 0.45
H 0.11 1.41 -2.67 0.31
H 1.76 0.99 2.62 0.38
H 4.08 1.04 3.35 0.48
H 5.89 1.56 1.75 0.40
H 5.32 1.98 -0.63 0.43
H 2.99 1.87 -1.38 0.37
H -2.62 -0.95 -2.14 0.85
H -2.76 -0.28 -4.50 0.49
H -2.89 2.13 -5.10 0.42
H -2.80 3.83 -3.31 0.44
H -2.55 3.16 -0.96 0.43
H -3.89 -1.61 0.95 0.36
H -6.24 -1.78 1.71 0.44
H -7.69 0.22 1.71 0.40
H -6.77 2.39 0.92 0.42
H -4.44 2.54 0.16 0.34
O -1.77 -3.01 -1.33 -0.45
C -1.42 -4.18 -1.11 -0.35
C -0.09 -4.69 -1.21 0.73
C 0.10 -6.06 -0.96 -0.56
C 1.32 -6.63 -1.14 -0.46
C 2.41 -5.88 -1.61 -0.55
C 2.26 -4.55 -1.86 -0.52
C 1.02 -3.88 -1.65 0.66
O 0.97 -2.62 -1.87 -0.95
N 1.50 -8.05 -0.87 1.03
O 0.55 -8.67 -0.42 -0.63
O 2.59 -8.54 -1.10 -0.63
H -2.21 -4.91 -0.89 0.44
H -0.73 -6.67 -0.63 0.51
H 3.37 -6.37 -1.75 0.52
H 3.09 -3.95 -2.22 0.51
C 2.87 -3.14 3.04 -0.99
N 3.16 -2.59 1.74 0.09
C 4.54 -2.42 1.27 -0.81
C 4.36 -1.70 -0.08 -0.26
N 2.92 -1.57 -0.18 0.74
C 2.29 -2.07 0.87 0.57
S 0.60 -2.13 1.13 -1.07
H 3.32 -4.13 3.14 0.32
H 1.79 -3.23 3.16 0.34
H 3.26 -2.49 3.82 0.30
H 5.01 -3.40 1.16 0.37
H 5.11 -1.82 1.98 0.47
H 4.76 -2.28 -0.92 0.38
H 4.83 -0.72 -0.07 -0.05
H 2.41 -1.03 -0.87 0.05

93
Properties=species:S:1:pos:R:3:mulliken_charge:R:1 method="wB97M-V/def2-TZVPD" charge=+2 max_force_ha_per_bohr=0.007 gap_ev=7.55
Ti -0.02 0.34 0.25 0.03
O -1.68 -0.21 0.29 -0.08
C -3.07 0.12 0.37 2.92
C -3.13 1.65 0.27 -2.06
C -2.22 2.36 1.24 0.22
C -2.76 3.33 2.08 -0.95
C -1.94 4.01 2.96 -1.27
C -0.60 3.68 3.02 -0.71
C -0.11 2.68 2.18 -0.30
C 1.32 2.22 2.29 -1.60
C 1.42 0.75 2.76 3.15
O 0.60 -0.02 1.87 0.46
C 0.90 0.54 4.18 0.11
C 0.29 -0.67 4.51 -0.36
C -0.12 -0.91 5.81 -1.04
C 0.07 0.05 6.80 -0.62
C 0.68 1.25 6.47 -1.00
C 1.10 1.49 5.17 -0.20
C 2.85 0.22 2.65 -0.58
C 3.95 1.04 2.91 -0.29
C 5.24 0.53 2.80 -1.01
C 5.45 -0.79 2.44 -0.75
C 4.36 -1.61 2.20 -0.79
C 3.07 -1.12 2.31 -0.13
N -0.90 2.07 1.29 1.67
C -3.72 -0.57 -0.82 -1.68
C -3.41 -1.92 -1.04 0.14
C -3.92 -2.59 -2.14 -0.83
C -4.75 -1.93 -3.03 -0.64
C -5.08 -0.60 -2.82 -1.16
C -4.57 0.08 -1.71 0.66
C -3.64 -0.35 1.70 -0.05
C -4.98 -0.71 1.80 -0.78
C -5.54 -1.03 3.03 -0.95
C -4.76 -1.00 4.17 -0.84
C -3.42 -0.65 4.08 -0.76
C -2.86 -0.32 2.85 0.74
H -2.89 1.92 -0.76 0.67
H -4.15 1.98 0.45 0.72
H -3.82 3.54 2.03 0.62
H -2.34 4.77 3.61 0.48
H 0.07 4.16 3.71 0.59
H 1.82 2.30 1.32 0.02
H 1.86 2.88 2.96 1.37
H 0.13 -1.42 3.75 0.44
H -0.59 -1.85 6.06 0.51
H -0.25 -0.14 7.81 0.46
H 0.85 2.00 7.23 0.48
H 1.61 2.43 4.95 0.41
H 3.82 2.07 3.20 0.42
H 6.08 1.18 3.01 0.49
H 6.45 -1.18 2.36 0.46
H 4.51 -2.65 1.94 0.49
H 2.22 -1.78 2.14 0.39
H -2.76 -2.43 -0.34 0.50
H -3.68 -3.63 -2.29 0.51
H -5.16 -2.45 -3.89 0.50
H -5.75 -0.09 -3.49 0.47
H -4.86 1.11 -1.56 0.50
H -5.60 -0.74 0.91 0.49
H -6.58 -1.31 3.09 0.47
H -5.19 -1.25 5.13 0.44
H -2.80 -0.63 4.97 0.48
H -1.81 -0.07 2.80 -0.22
O 2.15 0.40 -0.20 -0.01
C 2.83 1.22 -1.12 -1.04
C 1.81 2.19 -1.64 0.48
C 2.19 3.20 -2.51 -0.91
C 1.24 4.09 -2.96 -0.54
C -0.07 3.95 -2.51 -1.21
C -0.36 2.93 -1.64 -0.75
N 0.55 2.04 -1.20 1.03
H 2.75 -0.15 0.34 0.06
H 3.24 0.63 -1.94 0.67
H 3.65 1.76 -0.63 0.51
H 3.22 3.27 -2.83 0.57
H 1.51 4.89 -3.64 0.46
H -0.85 4.63 -2.82 0.54
H -1.36 2.82 -1.26 0.22
C -1.40 -1.39 -5.46 -1.27
C -0.65 -2.01 -4.34 0.98
N -0.04 -3.14 -4.36 -0.86
N 0.47 -3.28 -3.10 0.25
C 0.20 -2.25 -2.29 0.38
S 0.57 -2.12 -0.65 -0.58
N -0.51 -1.42 -3.09 0.31
N -1.02 -0.19 -2.67 -0.33
H -1.40 -2.08 -6.30 0.38
H -0.94 -0.46 -5.78 0.34
H -2.43 -1.19 -5.17 0.24
H 0.97 -4.12 -2.85 0.18
H -1.99 -0.33 -2.39 -0.23
H -0.98 0.45 -3.45 0.32

106
Properties=species:S:1:pos:R:3:mulliken_charge:R:1 method="wB97M-V/def2-TZVPD" charge=0 max_force_ha_per_bohr=0.082 gap_ev=7.65
C 26.46 -10.93 -0.99 -0.13
C 27.56 -10.23 -1.84 0.80
C 27.46 -10.62 -3.32 1.58
O 27.72 -9.38 -3.93 -0.09
C 27.51 -8.40 -3.06 0.35
O 27.58 -7.21 -3.39 -0.61
O 27.24 -8.92 -1.90 -0.37
H 25.46 -10.64 -1.32 -0.02
H 26.61 -10.62 0.05 -0.05
H 26.69 -11.97 -1.20 -0.15
H 28.53 -10.36 -1.36 0.01
H 26.49 -10.92 -3.71 -1.03
H 28.31 -11.24 -3.62 -0.21
C 31.13 -11.03 1.12 -1.23
C 31.90 -11.83 0.06 0.28
C 31.47 -13.18 -0.27 -0.28
O 30.98 -13.16 -1.61 -0.15
C 31.20 -11.91 -2.17 0.51
O 30.81 -11.45 -3.21 -0.25
O 31.72 -11.13 -1.20 -0.37
H 30.09 -11.22 0.88 0.22
H 31.42 -9.98 1.19 0.37
H 31.37 -11.45 2.10 0.39
H 32.98 -11.81 0.14 0.32
H 30.64 -13.47 0.37 0.01
H 32.22 -13.96 -0.12 0.29
F 22.79 -11.11 -1.42 -0.12
C 22.24 -11.97 -2.32 0.23
C 22.97 -12.49 -3.34 0.20
C 22.38 -13.29 -4.34 -0.60
C 20.99 -13.61 -4.18 -0.44
C 20.22 -13.04 -3.21 -0.68
C 20.85 -12.26 -2.25 -0.44
H 24.00 -12.19 -3.44 0.30
H 22.86 -13.68 -5.22 0.40
H 20.48 -14.33 -4.81 0.35
H 19.27 -13.50 -2.96 0.34
H 20.33 -11.75 -1.46 0.41
F 21.55 -6.16 -6.67 -0.37
C 22.31 -6.83 -5.76 0.40
C 22.47 -8.22 -5.81 -0.72
C 23.20 -8.89 -4.83 -0.14
C 23.72 -8.18 -3.79 -0.48
C 23.56 -6.77 -3.73 -0.55
C 22.84 -6.08 -4.68 -0.52
H 21.93 -8.84 -6.51 0.45
H 23.20 -9.97 -4.87 0.45
H 24.18 -8.69 -2.96 0.63
H 24.12 -6.36 -2.89 0.41
H 22.75 -5.00 -4.63 0.43
F 24.27 -8.12 -9.40 -0.35
C 25.11 -7.34 -8.69 0.20
C 25.43 -7.85 -7.42 0.03
C 26.25 -7.04 -6.61 -0.29
C 26.74 -5.82 -7.03 -1.04
C 26.43 -5.34 -8.34 -0.42
C 25.62 -6.12 -9.16 -0.87
H 25.21 -8.83 -7.05 0.61
H 26.58 -7.46 -5.67 0.56
H 27.41 -5.21 -6.44 0.73
H 26.89 -4.46 -8.75 0.40
H 25.42 -5.78 -10.17 0.43
F 26.53 -10.93 2.46 -0.25
C 25.47 -10.13 2.50 0.50
C 25.43 -9.10 3.41 -0.66
C 24.30 -8.24 3.48 -0.35
C 23.20 -8.50 2.68 -0.63
C 23.19 -9.69 1.89 -0.45
C 24.33 -10.53 1.85 0.00
H 26.29 -8.92 4.04 0.42
H 24.24 -7.45 4.21 0.37
H 22.37 -7.82 2.66 0.41
H 22.31 -10.01 1.36 0.45
H 24.18 -11.45 1.31 0.23
F 33.00 -3.32 -1.73 -0.31
C 31.93 -3.38 -2.52 -0.05
C 31.68 -2.29 -3.31 -0.15
C 30.65 -2.29 -4.23 -0.67
C 29.86 -3.45 -4.34 -0.43
C 30.11 -4.58 -3.59 -0.32
C 31.17 -4.55 -2.69 -0.37
H 32.29 -1.40 -3.27 0.39
H 30.42 -1.43 -4.84 0.38
H 28.99 -3.35 -4.97 0.40
H 29.39 -5.38 -3.69 0.59
H 31.28 -5.46 -2.12 0.56
C 30.80 -8.44 -5.31 0.62
Br 31.36 -10.13 -6.25 -0.09
Br 30.16 -7.07 -6.64 -0.05
Br 32.28 -7.78 -4.20 -0.07
H 29.94 -8.65 -4.67 -0.55
C 26.75 -11.62 -7.43 -0.65
Br 25.74 -12.23 -5.81 0.11
Br 28.01 -10.07 -7.08 0.06
Br 25.25 -11.09 -8.63 -0.08
H 27.31 -12.44 -7.88 0.52
C 25.97 -14.86 0.59 -0.43
Br 25.41 -14.12 2.38 -0.04
Br 27.85 -14.43 0.14 0.00
Br 24.88 -14.24 -0.96 0.01
H 26.02 -15.94 0.57 0.46
C 29.26 -14.37 -4.56 -0.12
Br 30.35 -15.87 -3.97 -0.07
Br 27.78 -14.05 -3.27 0.17
Br 28.72 -14.47 -6.47 -0.08
H 29.95 -13.52 -4.58 0.06